The molecule C4H13NO2SSi at a distorted geometry, computed with ωB97M-V/def2-TZVPD.

LUMO level: 0.0192 Eh
energy relative to the best compared isomer or geometry (same formula, charge and spin): 0.80 kcal/mol
HOMO energy: -9.26 eV
calculated total energy: -28654.9681 eV
2S+1: 1

Geometry as XYZ:
```
22
Properties=species:S:1:pos:R:3:forces:R:3
C 2.44907 1.81390 -0.76202 -0.3916 -2.3483 -3.5356
C -2.87376 -0.99122 0.76730 0.0732 1.2541 1.2869
C 1.78185 -0.67028 1.57014 -3.9343 -1.9830 -2.6146
C -2.58418 -0.34383 -0.61256 -0.7321 0.0774 0.0729
N 1.28959 0.86795 -0.93497 0.7952 -1.5822 1.6539
O 2.41059 -1.47616 -0.95251 0.0149 0.4130 0.7563
O 0.05229 -1.10279 -0.57059 -0.7782 0.9083 0.8107
Si -0.84099 0.42613 -0.83864 -1.5424 0.1654 -0.6725
S 1.46164 -0.58715 -0.32795 2.5813 0.1399 -0.5729
H 3.24250 1.33366 -0.22318 0.7649 -0.3712 -0.1154
H 2.75654 2.10590 -1.84118 -0.1744 -0.2474 2.0815
H 2.18025 2.60840 -0.18491 -0.9905 2.5175 1.2561
H -2.35622 -1.92153 1.02923 0.0844 0.0659 -0.6383
H -2.46602 -0.24858 1.54898 -0.9620 -0.9638 -0.7600
H -3.96723 -1.18476 0.96272 1.0721 0.3989 -0.1991
H 0.99962 -0.04395 1.95940 0.0749 0.5509 0.4893
H 1.53491 -1.72462 1.84596 0.3300 0.7761 -0.3573
H 2.75185 -0.45336 1.78099 2.6501 0.9372 0.4946
H -2.74795 -1.08139 -1.41846 -0.0355 0.2926 0.1520
H -3.36472 0.48607 -0.75981 1.1262 -0.9880 0.0364
H -0.82307 1.43912 0.27054 -0.0957 -0.2093 -0.2366
H -0.88657 0.74850 -2.30849 0.0697 0.1963 0.6118
```
Forces are in eV/Å.

***

An isolated ion of composition C6H10N and charge +1 at a distorted geometry, computed with ωB97M-V/def2-TZVPD.

LUMO level: -0.1317 Eh
energy relative to the best compared isomer or geometry (same formula, charge and spin): 51.38 kcal/mol
HOMO energy: -13.67 eV
calculated total energy: -7864.1200 eV
2S+1: 1
total charge: +1
SMILES: [NH3+][C@H]1C[C@@H]2C=C[C@H]12

Geometry as XYZ:
```
17
Properties=species:S:1:pos:R:3:forces:R:3
C -2.14100 -0.18682 -0.14077 1.0838 -2.5635 0.9405
C -1.64124 0.99198 -0.18803 -0.0629 3.3906 -0.0060
C 0.11959 -1.18827 -0.41208 -0.4133 2.2175 -1.6257
C -0.97320 -0.82757 0.59902 0.4280 2.9569 -1.3871
C -0.37891 0.86681 0.60731 -0.9229 -3.1967 0.5525
C 0.60716 0.33112 -0.40178 1.7251 -0.5297 -0.6439
N 2.06187 0.30371 0.22350 -0.8829 0.8239 0.4335
H -2.91784 -0.68281 -0.63995 -1.0733 -0.4040 -0.5741
H -1.97361 1.81173 -0.77890 -0.1545 0.8507 -0.1969
H 0.92789 -1.82773 -0.18022 0.7783 -0.7946 1.0804
H -0.20701 -1.60644 -1.38484 -0.2324 0.5749 0.4438
H -1.14715 -1.45092 1.38455 -0.3429 -1.5175 2.3976
H -0.05021 1.49598 1.47867 -0.5613 -0.5454 -0.9621
H 0.67090 0.96629 -1.30036 0.2057 -0.6485 0.0605
H 2.49350 -0.62433 0.03352 -0.0989 0.9622 0.6590
H 1.89827 0.55842 1.23746 0.6791 -1.0851 -1.0835
H 2.65098 1.06886 -0.13711 -0.1546 -0.4918 -0.0885
```
Forces are in eV/Å.

***

A 2-piece molecular cluster, H5NO2Si overall at a distorted geometry, computed with ωB97M-V/def2-TZVPD.

LUMO level: 0.0115 Eh
energy relative to the best compared isomer or geometry (same formula, charge and spin): 76.75 kcal/mol
HOMO energy: -7.99 eV
calculated total energy: -13543.8928 eV
2S+1: 1

Geometry as XYZ:
```
9
Properties=species:S:1:pos:R:3:forces:R:3
N -1.07619 -0.06806 -1.05614 3.1957 0.3494 0.2580
O 1.31531 -1.42444 -0.33112 0.4303 0.7496 -0.7458
O 1.33854 1.25574 -0.40811 0.2315 -0.4953 -1.2081
Si 0.47249 -0.05276 -0.24145 -4.4023 -0.4434 1.3659
H -1.53256 0.81270 -1.13780 -0.7108 0.0901 -0.2463
H -1.51608 -0.92096 -1.32423 -0.4684 -0.0585 -0.1084
H 0.81924 -1.89325 0.31987 -0.3192 -1.6802 1.1256
H 1.47816 1.99663 0.13542 0.1269 1.1351 1.0535
H -0.93869 -0.38945 1.77396 1.9162 0.3531 -1.4944
```
Forces are in eV/Å.

***

An isolated ion of composition C7H7BrN3OS and charge +1 at a distorted geometry, computed with ωB97M-V/def2-TZVPD.

LUMO level: -0.2267 Eh
energy relative to the best compared isomer or geometry (same formula, charge and spin): 106.09 kcal/mol
HOMO energy: -13.41 eV
calculated total energy: -94754.9423 eV
2S+1: 1
total charge: +1

Geometry as XYZ:
```
20
Properties=species:S:1:pos:R:3:forces:R:3
C -0.21124 1.75491 0.58799 -0.6850 -1.0657 0.7121
C 2.64494 -0.09470 0.78041 1.2484 0.3044 0.9956
C 1.16546 -0.18717 0.49562 1.8147 -1.9389 0.1156
C 3.00786 0.53222 -1.52754 1.6211 0.2598 0.2307
C 3.44570 0.51020 -0.10029 0.1915 -0.6382 -1.4986
C 0.89470 -0.09600 -1.03017 -0.1395 -1.1838 2.6871
C -1.60586 -1.13610 -0.23256 1.2090 1.1947 -0.2309
N 0.47157 0.88802 1.10862 0.7253 0.7571 1.1497
N 1.82096 0.16616 -1.90974 1.3857 1.1303 -1.5931
N -1.31984 2.18508 0.33084 -1.3249 0.5845 -1.0856
O -1.62820 3.32494 -0.35817 1.0096 0.7184 0.2114
S -0.66753 -0.08608 -1.47087 -1.5490 -0.7707 -1.3010
Br 5.29548 0.72496 0.16908 -0.1953 0.1187 0.0512
H 3.13609 -0.53386 1.71242 -1.2289 0.7756 -1.1424
H 0.98880 -1.18405 1.03057 -0.8346 1.2804 -0.9651
H 3.85411 0.73790 -2.30358 -1.8516 -0.4198 1.2578
H -2.16961 -0.34833 0.38881 0.5754 -1.7819 -0.7650
H -0.75158 -1.68440 0.31118 -2.0934 0.5160 -0.6824
H -2.18834 -1.74454 -0.99378 0.4015 0.5169 1.5853
H -2.42778 3.15265 -0.86531 -0.2800 -0.3576 0.2676
```
Forces are in eV/Å.